Here is a 3-piece molecular cluster, C4NO6 overall at a distorted geometry from the OMol25 dataset. Energies are from wB97M-V/def2-TZVPD.

Output
**Net charge**: +1
**2S+1**: 1

CARTESIAN COORDINATES (ANGSTROEM)
1 C -1.389 0.433 -1.004
2 C -0.170 -1.540 -0.303
3 C -1.589 0.053 2.017
4 C 2.909 0.895 -0.883
5 N -0.901 -0.686 -0.803
6 O -2.045 1.278 -1.292
7 O -0.520 -0.312 1.925
8 O -2.615 0.503 2.124
9 O 1.815 0.593 -0.675
10 O 0.523 -2.362 -0.003
11 O 3.982 1.145 -1.103

Forces on atoms 1 to 3 (eV/Å):
C 0.789 -2.951 0.368
C 0.292 1.027 -0.545
C -0.101 0.593 0.901

=====

Here is a single C22H23N3O3 molecule at a distorted geometry from the OMol25 dataset. Energies are from wB97M-V/def2-TZVPD.

Output
**Net charge**: 0
**2S+1**: 1

CARTESIAN COORDINATES (ANGSTROEM)
1 C 5.495 -1.722 -1.649
2 C 4.259 -1.278 -0.930
3 C 3.102 -2.047 -0.948
4 C 1.970 -1.647 -0.262
5 C 1.973 -0.460 0.463
6 C 3.122 0.327 0.464
7 C 4.249 -0.083 -0.218
8 H 5.138 0.532 -0.202
9 H 3.120 1.257 1.011
10 C 0.772 -0.006 1.176
11 N 0.430 1.227 0.977
12 N -0.678 1.742 1.514
13 C -1.595 1.036 2.272
14 O -2.627 1.554 2.657
15 C -1.191 -0.342 2.568
16 C -1.995 -1.122 3.400
17 C -1.612 -2.403 3.724
18 C -0.410 -2.915 3.237
19 C 0.390 -2.162 2.409
20 C 0.001 -0.868 2.039
21 H 1.329 -2.556 2.051
22 H -0.103 -3.912 3.516
23 H -2.232 -3.008 4.368
24 H -2.906 -0.686 3.780
25 C -0.946 3.119 1.159
26 H -1.724 3.494 1.827
27 H -0.030 3.702 1.279
28 C -1.438 3.280 -0.292
29 O -2.334 4.042 -0.584
30 N -0.748 2.539 -1.175
31 H -0.041 1.898 -0.829
32 C -1.141 2.380 -2.551
33 H -1.819 3.197 -2.807
34 H -0.248 2.426 -3.179
35 C -1.851 1.033 -2.774
36 C -3.220 0.946 -2.085
37 H -4.027 1.232 -2.754
38 C -3.285 -0.517 -1.655
39 H -3.934 -0.683 -0.799
40 C -1.819 -0.795 -1.334
41 H -1.537 -1.844 -1.453
42 O -1.057 -0.031 -2.249
43 H -1.592 -0.487 -0.303
44 H -3.615 -1.145 -2.484
45 H -3.243 1.599 -1.213
46 H -1.950 0.871 -3.858
47 H 1.070 -2.242 -0.316
48 H 3.082 -2.968 -1.512
49 H 5.948 -0.889 -2.184
50 H 5.271 -2.516 -2.358
51 H 6.228 -2.097 -0.935

Forces on atoms 1 to 3 (eV/Å):
C 0.036 -0.014 0.048
C -0.065 0.021 0.000
C 0.073 -0.002 -0.023

=====

E values, unit eV, following the record order: -17915.07458 -33801.08043.
Kohn-Sham gap values, unit eV, following the record order: 10.7 8.5.